(1)
{"formula": "C39H34HgN17OS2", "method": "wB97M-V/def2-TZVPD", "charge": -2, "homo_lumo_gap_ev": [4.7, 5.6], "homo_ev": [-0.77, -1.63], "spin_multiplicity": 2, "largest_force_ev_per_a": 0.77, "relative_energy_kcal_mol": 51.2, "total_energy_ev": -94218.688, "e_lumo_ha": [0.145, 0.144], "elements": ["Hg", "C", "C", "N", "C", "C", "N", "C", "C", "C", "C", "C", "N", "C", "C", "N", "C", "C", "N", "C", "C", "C", "N", "C", "C", "H", "H", "H", "H", "H", "H", "H", "H", "H", "H", "H", "H", "N", "C", "N", "N", "N", "N", "C", "N", "N", "N", "N", "H", "N", "C", "N", "S", "H", "H", "H", "H", "C", "C", "C", "C", "C", "C", "C", "C", "C", "C", "H", "H", "H", "H", "H", "H", "H", "C", "C", "C", "C", "C", "C", "C", "S", "C", "O", "H", "H", "H", "H", "H", "H", "H", "H", "H", "H"], "coordinates": [[0.5281, -1.1112, 0.6432], [-3.5336, -2.3583, 2.6499], [-2.3434, -2.3981, 1.9516], [-1.3411, -1.5779, 2.2462], [-1.5076, -0.6927, 3.2292], [-2.7317, -0.6615, 3.9097], [-3.7325, -1.4817, 3.6349], [-0.3769, 0.2193, 3.5541], [-0.4877, 1.1632, 4.5442], [0.5911, 2.0428, 4.8400], [1.7477, 1.8472, 4.0364], [1.7794, 0.8732, 3.0709], [0.7383, 0.0455, 2.8155], [3.0113, 0.6449, 2.2683], [4.0683, 1.5654, 2.2069], [5.1812, 1.3349, 1.5320], [5.2644, 0.1618, 0.8974], [4.2278, -0.7496, 0.9319], [3.1102, -0.5024, 1.6043], [0.5210, 3.0367, 5.8660], [-0.6651, 3.3203, 6.5910], [-0.6745, 4.2858, 7.5711], [0.3795, 5.0296, 7.9378], [1.5046, 4.7688, 7.2554], [1.6302, 3.8311, 6.2569], [-4.3469, -3.0277, 2.4002], [-2.1938, -3.0858, 1.1291], [-2.9097, 0.0557, 4.6994], [-1.4006, 1.2339, 5.1127], [2.6219, 2.4612, 4.1938], [4.0012, 2.5237, 2.7068], [6.1777, -0.0432, 0.3510], [4.2825, -1.7099, 0.4312], [-1.5878, 2.7991, 6.3771], [-1.5994, 4.4852, 8.1061], [2.3728, 5.3592, 7.5368], [2.5977, 3.7067, 5.7905], [-0.3822, -4.5637, -0.6834], [-1.1727, -3.6218, -1.3028], [-2.1163, -3.9875, -2.1813], [-2.6844, -2.8522, -2.5532], [-2.1117, -1.8889, -1.9174], [-1.1403, -2.3151, -1.1035], [0.7796, -4.3624, 0.0320], [1.5880, -5.3787, 0.3023], [2.6188, -4.8205, 0.9611], [2.4439, -3.5538, 1.0892], [1.2658, -3.2146, 0.5036], [-0.4563, -5.4854, -1.0799], [-1.4579, 1.8094, 0.9210], [-1.3044, 1.4132, -0.4784], [-1.4588, 2.6019, -1.3588], [0.4627, 0.9162, -0.6805], [-2.3098, 2.3595, 1.0028], [-0.6848, 2.4314, 1.1324], [-2.4156, 2.6080, -1.7021], [-0.8865, 2.4762, -2.1852], [-3.3736, 0.1083, -4.9364], [-2.0164, 0.3108, -4.5378], [-1.6011, 0.1741, -3.2610], [-2.5070, -0.2825, -2.1730], [-2.3616, 0.3588, -0.8132], [-3.3404, 0.0614, 0.0839], [-4.5591, -0.5820, -0.2819], [-4.8779, -0.6356, -1.6141], [-3.9270, -0.3227, -2.6006], [-4.2768, -0.1969, -3.9605], [-3.6691, 0.2151, -5.9719], [-1.2825, 0.5964, -5.2875], [-0.5595, 0.3149, -3.0046], [-3.2358, 0.4040, 1.1061], [-5.2846, -0.8317, 0.4821], [-5.8824, -0.9041, -1.9306], [-5.3241, -0.3438, -4.2139], [1.6146, 2.3855, -6.1992], [1.8001, 1.1716, -5.3292], [2.3394, 1.2895, -4.0509], [2.4363, 0.1886, -3.2158], [2.0094, -1.0480, -3.6729], [1.4667, -1.1912, -4.9377], [1.3718, -0.0796, -5.7616], [1.9971, -2.4592, -2.5683], [3.7688, -2.8005, -2.6176], [1.3611, -3.5805, -3.3126], [2.2949, 3.1867, -5.9103], [0.5954, 2.7681, -6.1089], [1.7863, 2.1496, -7.2506], [2.6478, 2.2619, -3.6852], [2.7984, 0.3067, -2.2012], [1.0911, -2.1615, -5.2375], [0.9275, -0.1798, -6.7460], [4.0145, -3.0990, -3.6368], [3.9552, -3.6122, -1.9154], [4.3213, -1.9079, -2.3252]], "mulliken_charge": [2.362, -0.668, -0.128, -0.162, -0.018, 0.063, -0.722, -0.046, -0.321, 0.489, -0.526, -0.137, -0.087, 0.237, -0.240, -0.718, -0.544, -0.289, 0.101, 1.187, -0.635, -0.340, -0.779, -0.325, -0.593, 0.450, 0.144, 0.486, 0.205, 0.066, 0.420, 0.411, 0.507, 0.272, 0.349, 0.344, 0.252, 0.047, -0.102, -1.091, -0.548, 0.835, 0.483, 0.097, -0.544, -0.870, -0.302, 0.397, 0.284, -0.199, 0.444, -0.508, -0.311, 0.281, 0.285, 0.458, 0.379, -1.180, -0.186, -1.683, 2.626, -0.951, -1.228, -1.384, -0.975, 0.425, -0.535, 0.333, 0.250, 0.409, 0.532, 0.437, 0.314, 0.317, -1.549, 1.282, -0.815, -0.587, -0.054, -0.527, -0.778, 1.365, -1.337, -0.777, 0.396, 0.278, 0.386, 0.321, 0.442, 0.470, 0.237, 0.413, 0.402, 0.331]}


(2)
{"formula": "C39H35AsBrCaCl2N2O7PS2", "method": "wB97M-V/def2-TZVPD", "charge": -2, "homo_lumo_gap_ev": 5.6, "homo_ev": -1.83, "largest_force_ev_per_a": 3.45, "relative_energy_kcal_mol": 51.7, "total_energy_ev": -263655.848, "e_lumo_ha": 0.137, "elements": ["Ca", "Cl", "C", "C", "C", "C", "C", "Cl", "C", "S", "H", "H", "H", "S", "C", "C", "C", "C", "C", "C", "As", "C", "C", "C", "C", "C", "C", "C", "C", "C", "C", "C", "C", "H", "H", "H", "H", "H", "H", "H", "H", "H", "H", "H", "H", "H", "H", "C", "O", "P", "O", "C", "O", "C", "H", "H", "H", "H", "H", "H", "H", "H", "H", "C", "N", "C", "C", "C", "O", "N", "C", "O", "H", "H", "H", "H", "H", "Br", "C", "C", "C", "C", "C", "C", "C", "O", "O", "H", "H", "H", "H"], "coordinates": [[-0.6958, 0.2254, -0.5820], [1.2585, 1.1923, -2.5705], [0.8415, 2.3105, -3.8327], [1.8473, 2.7760, -4.6530], [1.5637, 3.6717, -5.6753], [0.2563, 4.1042, -5.8528], [-0.7371, 3.6271, -5.0291], [-2.3481, 4.1811, -5.3000], [-0.5125, 2.7011, -3.9821], [-1.7714, 2.1075, -3.0150], [2.8595, 2.4347, -4.4928], [2.3474, 4.0200, -6.3318], [0.0088, 4.8097, -6.6340], [1.0400, -2.0582, -1.4062], [2.6140, -2.4521, -0.8598], [3.3076, -3.5467, -1.4064], [4.5342, -3.9275, -0.9174], [5.1297, -3.2110, 0.1135], [4.4736, -2.1077, 0.6447], [3.2250, -1.7242, 0.1902], [2.0914, -0.2719, 0.8941], [1.2622, -1.2883, 2.3307], [0.8821, -0.6153, 3.4870], [0.1678, -1.2525, 4.4839], [-0.1746, -2.5868, 4.3395], [0.2309, -3.2790, 3.2110], [0.9445, -2.6351, 2.2138], [3.5775, 0.4542, 2.0369], [4.0890, -0.1722, 3.1716], [5.2104, 0.3139, 3.8222], [5.8402, 1.4588, 3.3627], [5.3340, 2.1118, 2.2504], [4.2269, 1.6018, 1.5920], [2.8275, -4.0966, -2.2032], [5.0354, -4.7963, -1.3313], [6.0915, -3.5125, 0.5111], [4.9637, -1.5508, 1.4348], [1.1479, 0.4313, 3.5934], [-0.1459, -0.7080, 5.3661], [-0.7444, -3.0913, 5.1109], [-0.0192, -4.3270, 3.1067], [1.2248, -3.1802, 1.3197], [3.6069, -1.0710, 3.5406], [5.6069, -0.2086, 4.6855], [6.7281, 1.8335, 3.8590], [5.8139, 3.0174, 1.8994], [3.8524, 2.0961, 0.6981], [0.8313, 3.5941, 1.9824], [-0.0058, 4.1150, 0.9850], [-0.5477, 3.2561, -0.3502], [-0.1600, 4.4265, -1.4284], [1.2078, 4.6578, -1.6541], [-2.0705, 3.7432, -0.2758], [-3.0881, 2.8189, 0.0436], [0.9575, 4.3812, 2.7325], [1.8175, 3.3228, 1.5865], [0.3837, 2.7121, 2.4422], [1.3239, 4.9927, -2.6871], [1.8054, 3.7501, -1.5142], [1.5758, 5.4294, -0.9683], [-4.0351, 3.3646, 0.0266], [-2.9331, 2.3821, 1.0339], [-3.1373, 2.0045, -0.6845], [-3.9492, -3.1624, 2.4609], [-3.0848, -2.0219, 2.3277], [-3.1889, -0.9320, 3.1105], [-2.3981, 0.1424, 2.9249], [-1.4652, 0.1039, 1.8198], [-0.7364, 1.0783, 1.5226], [-1.3619, -1.0020, 1.0926], [-2.1551, -2.0549, 1.2438], [-2.1271, -3.0638, 0.5688], [-4.4332, -3.1504, 3.4378], [-3.3436, -4.0631, 2.3424], [-4.7020, -3.1484, 1.6682], [-3.9345, -0.9711, 3.9007], [-2.4619, 1.0244, 3.5443], [-6.6786, -4.3388, -5.1336], [-5.5792, -3.2831, -3.9794], [-6.1647, -2.6862, -2.8796], [-5.3680, -1.9158, -2.0504], [-4.0176, -1.7529, -2.3240], [-3.4547, -2.3771, -3.4318], [-4.2361, -3.1493, -4.2727], [-3.1436, -0.8626, -1.4464], [-3.6611, -0.3249, -0.4562], [-1.9705, -0.7227, -1.8359], [-7.2203, -2.8168, -2.6829], [-5.7855, -1.4271, -1.1816], [-2.3985, -2.2428, -3.6143], [-3.8152, -3.6348, -5.1430]], "mulliken_charge": [0.258, 0.145, -0.125, -0.633, -0.402, -0.702, 0.205, -0.262, 0.111, -0.361, 0.380, 0.331, 0.388, -0.136, 0.845, -0.799, -0.502, -0.863, -0.384, -0.410, 1.260, 0.352, 0.016, -0.729, -0.620, -0.551, -0.550, -0.179, -0.384, -0.536, -0.460, -0.759, -0.545, 0.438, 0.317, 0.367, 0.250, 0.374, 0.328, 0.347, 0.368, 0.399, 0.397, 0.374, 0.345, 0.389, 0.439, -0.291, -0.432, 0.691, -0.346, -0.675, -0.460, -0.220, 0.372, 0.105, -0.057, 0.226, 0.184, 0.271, 0.349, 0.134, 0.097, -1.116, 0.565, -0.212, -1.371, 2.062, -0.232, 0.603, -1.041, -0.787, 0.357, 0.324, 0.271, 0.397, 0.491, -0.273, 0.254, -0.708, -0.139, 0.042, -0.261, -0.663, 0.771, -0.728, -0.872, 0.403, 0.495, 0.480, 0.410]}


(3)
{"formula": "C39H35AsN3OPPtS", "method": "wB97M-V/def2-TZVPD", "charge": 2, "homo_lumo_gap_ev": [8.8, 5.6], "homo_ev": [-13.71, -14.19], "spin_multiplicity": 5, "largest_force_ev_per_a": 1.35, "relative_energy_kcal_mol": 8.4, "total_energy_ev": -131719.747, "e_lumo_ha": [-0.181, -0.315], "elements": ["Pt", "O", "S", "N", "C", "C", "C", "C", "C", "C", "As", "C", "C", "C", "C", "C", "C", "C", "C", "C", "C", "C", "C", "H", "H", "H", "H", "H", "H", "H", "H", "H", "H", "H", "H", "H", "H", "H", "C", "C", "C", "N", "H", "H", "H", "H", "H", "N", "P", "C", "C", "C", "C", "C", "C", "C", "C", "C", "C", "C", "C", "C", "C", "C", "C", "C", "C", "H", "H", "H", "H", "H", "H", "H", "H", "H", "H", "H", "H", "H", "H", "H"], "coordinates": [[-1.4435, -0.0884, -0.6146], [-4.1878, -0.3591, -3.2458], [-3.3237, -1.4729, -2.9061], [-2.3286, -1.3283, -1.7949], [5.5459, -2.4125, -3.0519], [5.3158, -1.9892, -1.7468], [4.0888, -1.4498, -1.4082], [3.0864, -1.3275, -2.3770], [3.3097, -1.7643, -3.6840], [4.5524, -2.2868, -4.0149], [1.4984, -0.3952, -1.7932], [2.1411, 1.4218, -1.6246], [2.0814, 2.1226, -0.4264], [2.5978, 3.4112, -0.3647], [3.1643, 3.9849, -1.4944], [3.2250, 3.2727, -2.6883], [2.7226, 1.9838, -2.7601], [0.3392, -0.3910, -3.3131], [-0.2893, 0.8025, -3.6916], [-1.1029, 0.8175, -4.8141], [-1.3301, -0.3570, -5.5185], [-0.7627, -1.5618, -5.0942], [0.0589, -1.5846, -3.9841], [6.5029, -2.8444, -3.3174], [6.0924, -2.0867, -0.9975], [3.9125, -1.1060, -0.3956], [2.5592, -1.6737, -4.4480], [4.7438, -2.5924, -5.0362], [1.6322, 1.6745, 0.4452], [2.5587, 3.9630, 0.5673], [3.5620, 4.9915, -1.4464], [3.6694, 3.7216, -3.5686], [2.7850, 1.4304, -3.6872], [-0.1170, 1.7128, -3.1335], [-1.5676, 1.7414, -5.1341], [-1.9618, -0.3422, -6.3984], [-0.9694, -2.4795, -5.6319], [0.4741, -2.5202, -3.6357], [-6.4113, 1.8767, -1.6614], [-5.5749, 2.2148, -0.4149], [-4.1756, 1.7945, -0.5584], [-3.0795, 1.4855, -0.6653], [-7.4368, 2.2078, -1.5034], [-6.4156, 0.8051, -1.8516], [-6.0136, 2.3778, -2.5420], [-5.9673, 1.7115, 0.4692], [-5.5900, 3.2849, -0.2132], [-0.5394, 0.5138, 0.9226], [-0.4377, -0.1848, 2.4275], [-2.0662, -0.3041, 3.1678], [-2.3263, 0.3811, 4.3548], [-3.6000, 0.3396, 4.9064], [-4.6102, -0.3674, 4.2704], [-4.3538, -1.0496, 3.0830], [-3.0874, -1.0186, 2.5273], [0.2898, -1.8130, 2.2739], [-0.3380, -2.9533, 2.7684], [0.2798, -4.1902, 2.6177], [1.5118, -4.2826, 1.9876], [2.1413, -3.1426, 1.4971], [1.5331, -1.9078, 1.6372], [0.6106, 0.8023, 3.4636], [0.7605, 2.1638, 3.1907], [1.5539, 2.9404, 4.0220], [2.1867, 2.3594, 5.1143], [2.0324, 1.0033, 5.3846], [1.2451, 0.2168, 4.5591], [-1.5406, 0.9408, 4.8486], [-3.8031, 0.8637, 5.8333], [-5.6046, -0.3878, 4.6982], [-5.1441, -1.6109, 2.5970], [-2.8884, -1.5657, 1.6191], [-1.2903, -2.8808, 3.2777], [-0.2059, -5.0815, 2.9939], [1.9906, -5.2486, 1.8852], [3.1112, -3.2199, 1.0211], [2.0292, -1.0079, 1.2892], [0.2536, 2.6072, 2.3388], [1.6757, 3.9988, 3.8244], [2.8054, 2.9680, 5.7618], [2.5272, 0.5617, 6.2402], [1.1269, -0.8410, 4.7660]], "mulliken_charge": [0.942, -0.421, 0.367, -0.300, -0.518, -0.835, -0.591, 0.521, -0.253, -0.742, 1.403, 0.527, -0.157, -0.555, -0.631, -0.778, -0.317, -0.145, -0.220, -0.744, -0.528, -0.969, -0.553, 0.401, 0.439, 0.486, 0.511, 0.442, 0.366, 0.492, 0.419, 0.424, 0.468, 0.495, 0.444, 0.427, 0.432, 0.623, -1.074, -0.203, 0.291, -0.548, 0.361, 0.298, 0.321, 0.250, 0.304, -0.067, 1.152, 0.518, -0.477, -0.786, -0.602, -0.947, -0.477, 0.131, -0.445, -0.782, -0.661, -0.783, 0.033, 0.046, -0.033, -0.824, -0.513, -0.747, -0.386, 0.380, 0.462, 0.442, 0.474, 0.642, 0.479, 0.457, 0.438, 0.502, 0.623, 0.544, 0.453, 0.434, 0.451, 0.495]}